(1)
18
Properties=species:S:1:pos:R:3:forces:R:3:mulliken_charge:R:1 method="wB97M-V/def2-TZVPD" e_tot_ha=-975.3859 charge=+1 e_homo_ha="-0.4648 / -0.4601" orbital_gap_ev="8.1 / 5.2" spin_multiplicity=4
C 2.4705 -3.5809 0.2138 -0.579 0.147 0.749 -0.557
O 2.8766 -2.2699 -0.0581 -1.821 3.245 -0.016 -0.267
H 3.2658 -4.2772 -0.0755 -0.213 0.291 0.127 0.272
H 2.2250 -3.6469 1.2877 0.210 -0.306 -0.201 0.309
H 1.5307 -3.8118 -0.3148 0.173 0.047 -0.143 0.289
O 0.8922 2.8863 2.0770 -1.850 -0.411 -1.054 -0.655
O 0.0503 0.3342 -0.6465 -0.286 0.684 1.284 -0.682
C 0.6233 -0.8632 -0.6608 0.277 -1.058 -0.572 -0.364
C 1.9266 -0.9485 0.3971 1.393 -4.344 -2.090 -0.042
O 1.3422 0.6477 2.0506 -1.976 0.667 -0.485 -0.691
C 1.8204 1.9237 2.4493 1.128 -0.690 0.541 -0.103
Pr -0.5976 1.5927 1.1733 3.318 0.187 0.700 1.730
H 1.0621 -1.1241 -1.6391 -0.156 0.042 0.259 0.337
H -0.0166 -1.6807 -0.2759 0.084 0.149 -0.288 0.284
H 2.6037 -0.1750 0.0075 -0.189 -0.160 1.460 0.344
H 1.4586 -1.4233 1.2777 1.061 1.334 0.065 0.337
H 1.9681 1.9192 3.5522 -0.096 0.115 -0.514 0.224
H 2.8062 2.1032 1.9644 -0.478 0.060 0.179 0.235

=====

(2)
111
Properties=species:S:1:pos:R:3:forces:R:3:mulliken_charge:R:1 method="wB97M-V/def2-TZVPD" e_tot_ha=-4500.7330 charge=0 e_homo_ha=-0.2749 orbital_gap_ev=7.4
Hf -0.0810 -0.0346 -0.0699 0.681 -1.909 -2.374 1.266
Cl 6.8686 0.6407 -0.0075 -0.013 -0.036 0.015 -0.230
C 5.2739 0.1807 0.4964 -0.004 0.016 0.025 0.267
C 4.2991 -0.0137 -0.4781 0.011 0.031 -0.113 -1.000
C 3.0016 -0.3168 -0.1100 0.056 -0.314 -0.005 -0.309
N 1.9160 -0.5666 -0.9667 -0.069 0.405 0.170 0.260
C 2.1054 -1.0490 -2.2039 -0.064 -0.019 -0.006 0.672
O 3.1374 -1.1065 -2.8607 0.000 0.009 -0.019 -0.805
C 0.8507 -1.6892 -2.7664 0.065 0.023 0.129 0.309
C 0.9415 -2.3943 -3.9533 0.003 -0.020 -0.106 -0.881
C -0.1620 -3.0979 -4.4009 0.006 -0.002 0.001 -0.572
C -1.3274 -3.0467 -3.6536 0.005 -0.021 -0.046 -1.409
C -1.3438 -2.2887 -2.4974 0.056 0.038 0.034 -0.502
N -0.2739 -1.6279 -2.0421 -0.127 0.013 0.083 0.095
C 2.6711 -0.4454 1.2582 -0.020 -0.164 0.045 0.188
C 3.6585 -0.2910 2.2163 -0.121 -0.090 0.161 -0.422
C 4.9588 0.0225 1.8332 0.034 -0.002 -0.015 -0.327
Cl 6.1533 0.2271 3.0754 -0.011 0.027 -0.021 -0.195
N 1.3248 -0.7733 1.4761 0.019 0.675 0.035 0.110
C 0.7876 -1.0402 2.6884 0.104 -0.018 -0.224 0.219
O 1.2609 -0.8823 3.8021 0.014 -0.038 0.032 -0.756
C -0.5717 -1.6925 2.5140 0.412 0.023 0.058 0.382
C -1.3130 -2.0446 3.6220 -0.121 -0.121 0.033 -0.556
C -2.4962 -2.7296 3.4238 -0.024 -0.003 -0.011 -0.625
C -2.8640 -3.0702 2.1292 0.016 -0.041 0.039 -0.702
C -2.0715 -2.6530 1.0799 0.058 -0.003 -0.047 -0.107
N -0.9451 -1.9518 1.2536 -0.377 0.481 0.091 -0.062
H 4.5599 0.0658 -1.5210 0.002 0.040 0.008 0.660
H 1.8897 -2.3909 -4.4721 -0.006 0.001 0.011 0.585
H -0.1106 -3.6871 -5.3075 -0.011 0.024 -0.012 0.458
H -2.2175 -3.5829 -3.9526 0.003 0.019 -0.005 0.483
H -2.2496 -2.1906 -1.9193 -0.002 0.006 0.003 0.668
H 3.4227 -0.4354 3.2596 0.008 0.055 0.002 0.621
H -0.9464 -1.7659 4.5992 0.023 -0.005 -0.010 0.521
H -3.1248 -2.9998 4.2624 0.015 -0.035 -0.005 0.444
H -3.7641 -3.6328 1.9272 -0.004 0.007 0.001 0.461
H -2.3388 -2.8910 0.0617 -0.054 0.087 0.006 0.272
O -0.4764 1.2801 -1.7386 0.051 -0.196 0.440 1.302
P -1.0443 2.4403 -2.5263 0.423 0.396 -0.183 -1.622
N 0.1238 2.7945 -3.6422 -0.020 -0.097 -0.116 0.135
C 1.1040 1.7982 -4.1139 0.130 0.158 0.022 0.711
C 1.0973 1.9042 -5.6532 -0.029 -0.012 0.022 -0.900
C -0.1147 2.7818 -5.9824 0.014 -0.008 0.023 -0.447
C -0.2078 3.6866 -4.7592 0.041 -0.079 0.063 -0.755
N -2.4517 2.0282 -3.2236 -0.228 -0.192 -0.022 1.056
C -3.6140 2.8578 -3.5474 0.043 -0.099 -0.078 -0.894
C -4.0023 2.3634 -4.9349 -0.030 -0.065 0.037 -0.858
C -3.7575 0.8539 -4.8352 0.038 0.073 0.025 -1.019
C -2.5528 0.7119 -3.8896 0.020 0.172 -0.147 0.373
N -1.2843 3.8917 -1.8108 0.086 -0.054 0.372 0.324
C -2.3926 4.2764 -0.9171 -0.062 0.118 0.048 0.266
C -2.1851 5.7760 -0.7992 0.084 0.010 -0.031 -1.114
C -0.6611 5.8992 -0.6587 -0.072 -0.039 -0.006 -0.488
C -0.0871 4.6428 -1.3456 -0.122 0.117 -0.092 0.560
H 0.8290 0.8101 -3.7722 -0.071 -0.202 0.061 -0.892
H 2.0940 2.0132 -3.7091 0.017 -0.005 0.026 0.370
H 1.0394 0.9212 -6.1200 0.035 0.020 -0.017 0.421
H 2.0141 2.3823 -5.9984 0.003 -0.006 -0.020 0.346
H -1.0194 2.1724 -6.0502 -0.001 0.026 -0.019 -0.045
H 0.0000 3.3373 -6.9130 -0.020 -0.025 -0.007 0.539
H -1.1872 4.1428 -4.6172 -0.001 0.002 0.001 0.320
H 0.5361 4.4885 -4.8254 -0.034 0.038 0.025 0.467
H -3.3631 3.9169 -3.5198 0.026 0.006 -0.009 0.383
H -4.4229 2.6577 -2.8377 0.021 0.062 0.031 0.397
H -3.3477 2.8087 -5.6877 -0.008 0.033 0.003 0.234
H -5.0350 2.6082 -5.1817 0.017 -0.002 -0.044 0.450
H -3.5616 0.3998 -5.8055 -0.048 -0.042 0.002 0.416
H -4.6261 0.3668 -4.3914 0.010 -0.012 -0.008 0.473
H -1.6290 0.4928 -4.4363 0.004 0.036 -0.003 0.574
H -2.7108 -0.0791 -3.1666 0.003 -0.070 0.106 -0.854
H -2.2984 3.7968 0.0600 0.052 0.170 -0.170 -0.662
H -3.3556 4.0005 -1.3339 0.025 -0.011 0.025 0.392
H -2.7222 6.1981 0.0494 -0.017 0.010 -0.007 0.448
H -2.5309 6.2716 -1.7087 0.000 0.016 0.001 0.352
H -0.3828 5.9068 0.3960 0.009 0.014 -0.045 0.060
H -0.2784 6.8127 -1.1110 0.015 0.021 0.026 0.477
H 0.4961 4.0470 -0.6425 -0.057 0.006 -0.045 -1.042
H 0.5476 4.8815 -2.1954 0.011 0.005 -0.038 0.543
C 4.0015 3.5788 1.9428 -0.011 -0.041 -0.075 -1.370
C 2.4778 3.5216 2.1106 -0.022 -0.023 -0.026 2.160
C 1.8564 4.9142 1.9499 -0.022 -0.024 -0.030 -1.450
C 2.0967 2.9127 3.4687 -0.025 -0.029 -0.008 -1.182
C 1.9165 2.6481 1.0653 0.205 0.093 -0.018 -0.622
N 1.4690 1.9597 0.2657 -0.430 -0.293 0.191 -0.302
H 4.4095 4.2815 2.6704 -0.009 -0.015 0.010 0.493
H 4.2759 3.9150 0.9417 -0.001 0.022 0.022 0.363
H 4.4493 2.6003 2.1104 0.002 0.008 0.005 0.032
H 2.2693 5.5733 2.7146 -0.002 -0.004 0.003 0.594
H 0.7744 4.8653 2.0724 0.024 -0.007 0.005 -0.171
H 2.0817 5.3362 0.9687 0.014 0.011 0.025 0.310
H 2.5292 3.5281 4.2593 0.000 -0.004 -0.009 0.545
H 2.4766 1.8956 3.5672 0.012 0.011 -0.001 0.144
H 1.0137 2.8892 3.5947 0.006 0.019 0.008 -0.011
O -4.2009 -0.0048 0.8289 0.077 -0.003 -0.200 -0.739
Cl -3.5695 0.4578 -0.3608 0.003 -0.190 -0.004 1.913
O -4.4499 0.3834 -1.4900 0.193 -0.140 0.164 -0.676
O -3.0614 1.7952 -0.2053 -0.206 -0.521 0.120 -0.632
O -2.3967 -0.4497 -0.6538 0.033 0.723 0.418 -0.899
O -1.9068 0.9062 2.5132 0.053 0.095 -0.001 0.107
B -1.0007 1.3631 1.5316 -0.803 0.981 1.237 1.416
O -0.8876 2.7739 1.6882 0.007 -0.094 -0.054 0.172
C -1.7814 3.1375 2.6590 0.014 0.065 -0.053 1.440
C -2.1043 4.4003 3.1007 -0.041 0.048 0.052 -0.925
C -3.0794 4.4868 4.0966 0.026 -0.019 -0.025 -0.827
C -3.6867 3.3464 4.6110 0.030 -0.017 -0.021 -0.720
C -3.3548 2.0735 4.1443 -0.049 0.033 0.053 -1.363
C -2.3953 2.0054 3.1621 -0.032 -0.123 -0.016 0.033
H -1.6361 5.2832 2.6839 0.004 0.001 0.008 0.478
H -3.3762 5.4597 4.4657 0.025 -0.003 0.018 0.447
H -4.4369 3.4486 5.3838 -0.014 -0.002 -0.017 0.412
H -3.8403 1.1813 4.5158 0.018 0.008 0.009 0.550

=====

> Which of these has the lowest charge?

C41H47BCl3HfN8O9P

=====

> The lowest charge belongs to which entry?

C41H47BCl3HfN8O9P

=====

> Look up the charge of the first one.

+1

=====

> What is the charge in the first record?

+1